Record 1
244
Properties=species:S:1:pos:R:3:forces:R:3 method="wB97M-V/def2-TZVPD" total_energy_ev=-167826.362
C 7.32084 6.16348 -0.23496 -1.31 -0.34 0.94
N 6.27651 6.37986 0.91236 1.95 0.33 -1.10
C 5.46164 7.45532 0.81509 -0.39 -1.08 0.94
C 4.70345 7.75375 1.94147 0.45 0.83 0.02
C 4.84451 7.02225 3.12672 0.03 -0.13 -0.09
C 5.66186 5.88786 3.14450 0.12 0.10 -0.68
C 6.37724 5.57645 1.99348 0.03 0.43 -0.21
C 4.07593 7.35857 4.36582 0.28 0.26 0.14
C 3.36027 6.30593 4.93589 0.27 0.11 -0.26
C 2.58831 6.52405 6.03202 -0.89 -1.23 0.65
N 2.54723 7.68999 6.64553 0.17 2.18 0.11
C 3.31410 8.71099 6.18683 -0.06 0.40 -0.45
C 4.09557 8.60869 5.03547 -0.75 -1.09 0.56
C 1.67845 7.91631 7.84264 0.48 -0.10 -0.22
H 7.88944 7.07776 -0.46093 -0.54 -0.22 0.32
H 6.70876 5.84611 -1.07705 0.29 0.10 -0.27
H 7.97193 5.36426 0.10591 0.03 0.03 -0.03
H 5.38291 7.95546 -0.16087 0.08 0.11 0.35
H 4.11619 8.66396 1.92416 -0.38 -0.28 -0.04
H 5.80538 5.25806 4.01454 -0.15 0.06 -0.08
H 7.04984 4.71776 1.88488 -0.25 0.07 0.36
H 3.39170 5.32843 4.49249 -0.21 -0.13 -0.20
H 1.93421 5.79442 6.50019 0.24 -0.27 -0.41
H 3.18352 9.61257 6.77771 0.40 0.02 -0.34
H 4.69998 9.44301 4.70005 -0.19 -0.08 -0.01
H 2.14938 7.37485 8.65253 -0.24 -0.28 0.26
H 0.65715 7.58886 7.65127 0.23 -0.16 -0.10
H 1.64459 8.96547 8.15008 0.20 -0.14 -0.51
C -5.93858 -3.15091 1.78087 0.53 0.24 -0.17
N -5.89294 -2.05749 2.77463 -0.75 0.00 -0.25
C -5.75573 -2.32885 4.09131 0.48 0.84 -1.14
C -5.58811 -1.26163 4.94624 -0.04 0.06 0.70
C -5.64863 0.04348 4.47353 -0.14 -0.28 0.19
C -5.86214 0.27334 3.10512 0.45 -0.19 1.41
C -5.96009 -0.79580 2.27985 0.28 -0.58 -0.01
C -5.56257 1.22194 5.37725 0.51 0.42 -0.19
C -4.69957 1.38370 6.49840 -2.16 0.11 -1.60
C -4.74604 2.61215 7.09905 0.16 -0.52 -0.07
N -5.54881 3.61056 6.69697 0.24 1.88 1.21
C -6.37822 3.50633 5.66359 0.17 -1.48 -0.40
C -6.36691 2.28691 4.99443 -0.76 1.39 0.19
C -5.51561 4.90097 7.51262 -0.12 -0.52 -0.91
H -6.63141 -3.92884 2.05606 -0.31 -0.05 0.29
H -4.93401 -3.54527 1.77750 0.15 -0.34 -0.25
H -6.15388 -2.73569 0.79652 -0.01 -0.16 0.33
H -5.60483 -3.35290 4.39346 -0.22 -0.05 -0.07
H -5.40117 -1.49256 5.99565 -0.06 0.13 -0.30
H -5.79627 1.27384 2.74718 -0.07 0.45 -0.48
H -5.98204 -0.67628 1.20773 -0.05 -0.25 -0.15
H -4.17812 0.52529 6.84560 0.85 -0.11 0.35
H -4.13916 2.85412 7.93217 0.48 0.06 0.64
H -7.02288 4.34685 5.41723 0.28 -0.21 0.01
H -7.03604 2.22793 4.15025 0.06 -0.25 -0.04
H -5.36892 5.77105 6.85146 0.00 -0.56 0.15
H -4.67942 4.80936 8.19425 -0.03 0.15 0.10
H -6.45620 5.02009 8.05733 0.19 -0.19 -0.10
C 3.67368 4.86095 -0.24082 -1.46 0.30 -0.88
N 2.69192 3.74562 -0.41641 0.89 -0.84 1.35
C 1.38674 3.97340 -0.42188 -0.69 0.03 -0.59
C 0.48421 2.92346 -0.56160 -0.31 0.34 -0.24
C 0.90591 1.60947 -0.60747 1.06 -0.48 1.03
C 2.29450 1.38476 -0.43232 -0.61 0.36 -0.03
C 3.14897 2.46187 -0.35935 1.10 0.06 0.12
C 0.00804 0.41055 -0.45889 0.03 -0.37 -0.98
C -1.01507 0.38317 0.49449 1.02 0.31 -0.81
C -1.58595 -0.81582 0.77385 -1.54 0.58 1.17
N -1.35206 -1.92983 0.10555 -0.78 -0.36 0.86
C -0.48180 -1.90442 -0.88464 0.52 -0.30 -0.66
C 0.22569 -0.77604 -1.20611 0.47 0.90 0.63
C -2.07108 -3.15577 0.57178 0.82 -0.23 -0.50
H 4.36867 4.69251 0.56375 -0.23 -0.44 0.50
H 3.06657 5.79011 -0.12695 0.69 -0.61 0.02
H 4.22852 4.87213 -1.16264 0.28 0.42 -0.35
H 1.07422 5.01220 -0.35010 -0.13 -0.17 0.06
H -0.55736 3.17514 -0.66211 -0.44 0.21 0.15
H 2.67934 0.39247 -0.23502 0.20 -0.04 -0.29
H 4.24378 2.36187 -0.15228 -1.09 -0.05 -0.24
H -1.37309 1.25004 1.01640 0.19 0.18 0.28
H -2.30853 -0.85987 1.58110 0.00 -0.09 -0.10
H -0.32575 -2.84149 -1.36194 0.28 -0.60 -0.44
H 0.98637 -0.85156 -1.97624 -0.22 0.23 0.19
H -1.60033 -4.01428 0.04398 -0.56 0.66 0.61
H -3.14046 -3.07012 0.34699 0.35 0.14 0.05
H -1.88089 -3.21462 1.65320 -0.22 -0.19 -0.36
C -3.79621 -7.42392 8.36175 -0.67 -0.57 -0.57
C -3.03423 -6.71003 7.27153 -0.56 0.02 -0.63
C -1.66806 -7.33369 7.09593 -0.29 -1.84 1.21
C -0.67264 -6.54052 6.31804 1.84 0.08 0.15
N -0.22773 -7.12308 5.00505 -0.03 -0.52 -1.78
C 0.54190 -6.07552 4.12403 -0.43 -0.05 0.16
C 0.10209 -6.28607 2.68274 -0.65 -1.17 0.20
C -1.38480 -6.68055 2.82751 -0.02 0.26 0.34
C -1.50358 -7.49320 4.15523 1.06 1.01 -0.18
C 0.67647 -8.34453 5.07738 -0.63 0.98 0.91
H -4.02272 -8.47516 8.06185 0.10 0.69 0.34
H -4.72780 -6.86832 8.45284 -0.23 -0.33 0.45
H -3.25918 -7.43299 9.30823 -0.03 0.04 0.08
H -2.97709 -5.65927 7.54519 0.34 0.21 -0.09
H -3.64963 -6.72679 6.34979 0.36 0.02 0.26
H -1.79100 -8.39367 6.74238 0.20 0.84 0.14
H -1.34159 -7.44328 8.14536 0.43 -0.07 -0.46
H 0.28489 -6.36613 6.86821 -0.83 -0.01 -0.24
H -1.16195 -5.59837 6.14229 0.31 0.69 -0.64
H 1.64489 -6.15211 4.22773 -0.83 0.04 0.50
H 0.10304 -5.13738 4.47408 0.55 0.15 -0.14
H 0.53191 -7.14723 2.16908 0.85 0.18 0.19
H 0.31051 -5.39297 2.08436 -0.33 -0.27 0.11
H -1.76131 -7.30044 2.00279 0.19 0.42 0.09
H -1.92145 -5.73801 2.87978 -0.58 -0.21 0.14
H -1.46657 -8.57752 3.98296 -0.20 0.39 0.18
H -2.33274 -7.18422 4.79782 -0.04 -0.35 -0.58
H 0.92326 -8.57141 4.05158 0.22 -0.19 -0.15
H 0.14003 -9.17857 5.53912 0.16 0.19 -0.02
H 1.56466 -8.05454 5.65980 -0.30 -0.30 -0.26
C 1.65019 8.79389 -1.99797 -0.78 0.48 -1.57
C 2.34756 7.89073 -3.01717 0.51 -0.55 0.17
C 1.71540 6.49381 -3.25622 -0.01 1.29 0.33
C 0.40808 6.66062 -4.03878 0.48 -0.57 1.46
N -0.10295 5.37090 -4.55936 -0.19 0.58 -1.18
C -1.56948 5.67512 -4.97257 0.92 0.77 0.55
C -2.31025 4.39674 -4.80522 0.16 -1.36 0.86
C -1.22870 3.45293 -4.11458 -1.54 -1.60 -0.67
C -0.14705 4.29172 -3.53146 -0.86 0.47 -0.11
C 0.70843 4.84462 -5.73706 -0.62 0.99 -0.11
H 1.62037 8.37682 -0.98022 0.04 0.37 -0.49
H 0.62961 8.95360 -2.40486 0.09 -0.10 0.77
H 2.09278 9.80841 -2.08103 0.05 -0.63 0.59
H 3.36067 7.74556 -2.69224 0.33 -0.33 0.32
H 2.51104 8.36583 -3.98923 -0.48 0.27 -0.05
H 1.55272 6.01233 -2.26710 -0.13 0.20 -0.75
H 2.43505 5.90934 -3.81225 0.23 -0.29 -0.16
H 0.46471 7.37481 -4.86397 0.12 -0.06 0.11
H -0.37981 6.92993 -3.32802 0.33 0.48 -0.07
H -1.51231 6.14637 -5.96528 -0.19 -0.25 0.31
H -1.94662 6.39910 -4.21641 0.41 -0.35 -0.70
H -2.70777 3.97785 -5.71836 0.36 -0.28 -0.44
H -3.19870 4.55210 -4.21009 -0.01 0.05 0.57
H -0.85715 2.83351 -4.93575 0.33 0.00 0.21
H -1.59102 2.72744 -3.37240 -0.34 0.54 -0.16
H 0.79955 3.76729 -3.50749 0.16 0.03 0.15
H -0.44411 4.71320 -2.56572 0.03 0.09 -0.19
H 0.14667 4.09851 -6.30708 0.04 0.07 0.41
H 1.60893 4.37989 -5.32776 -0.04 0.30 -0.38
H 0.85872 5.72179 -6.40161 0.37 -0.63 0.42
C -2.10064 -0.00246 -5.12302 -0.55 -0.18 -0.06
C -2.16515 -1.12961 -4.12163 0.06 -0.46 1.59
C -2.56247 -2.49926 -4.66346 -0.29 0.56 -1.90
C -2.58873 -3.51490 -3.60648 -0.30 -1.36 1.15
N -3.28419 -4.88236 -3.91513 1.25 1.05 -0.49
C -3.40966 -5.75513 -2.67653 0.53 0.52 0.42
C -3.51408 -7.22477 -3.10666 0.21 0.87 -0.65
C -2.96336 -7.14080 -4.55702 0.48 -0.51 -1.07
C -2.43355 -5.69412 -4.82385 -0.89 -1.31 -0.51
C -4.62667 -4.65299 -4.43168 -0.88 -0.34 -0.10
H -1.16778 -0.04575 -5.67963 -0.09 0.13 -0.15
H -2.16064 0.94913 -4.60268 0.22 0.04 0.04
H -2.96907 -0.02347 -5.78437 0.01 -0.08 -0.23
H -2.93361 -0.98159 -3.32910 0.45 0.50 -0.41
H -1.18924 -1.15596 -3.60388 -0.45 -0.19 -0.19
H -1.93660 -2.84923 -5.47623 0.52 0.11 -0.37
H -3.53388 -2.33987 -5.12024 -0.44 -0.12 0.00
H -3.17499 -3.12001 -2.77966 0.33 -0.18 0.40
H -1.55269 -3.78386 -3.37008 -0.47 -0.01 0.60
H -4.23588 -5.30407 -2.13772 -0.01 -0.28 0.36
H -2.47575 -5.65496 -2.14283 -0.20 0.34 0.11
H -4.56407 -7.48953 -3.11874 -0.14 -0.44 -0.05
H -2.94434 -7.89945 -2.43433 -0.36 0.70 -0.52
H -3.74104 -7.38882 -5.28426 -0.29 0.37 0.13
H -2.21800 -7.89287 -4.84518 0.22 0.26 0.61
H -2.44583 -5.41682 -5.90328 -0.55 0.11 0.86
H -1.43924 -5.52702 -4.48586 0.80 -0.35 0.48
H -5.11673 -3.96394 -3.74518 -0.09 0.23 -0.22
H -5.13395 -5.61306 -4.34728 -0.25 0.08 -0.32
H -4.62497 -4.31301 -5.47196 0.08 0.04 0.36
C 7.59736 -6.11106 -5.27072 0.17 -1.11 0.41
C 6.85880 -4.81275 -5.24569 -0.23 0.34 -0.63
C 5.35607 -5.13615 -5.42317 0.71 -0.11 -0.76
C 4.51592 -3.93888 -5.14954 0.54 0.35 -0.16
N 3.07556 -4.20028 -4.89774 0.27 0.73 -0.47
C 2.25585 -4.51228 -6.12803 0.15 -0.36 0.10
C 0.87049 -3.98049 -5.79488 -0.18 0.89 0.25
C 1.04755 -3.05927 -4.50727 -1.03 -0.04 -1.87
C 2.53123 -2.90058 -4.41316 -0.88 0.79 0.42
C 2.85138 -5.22693 -3.86321 0.41 -0.08 0.65
H 7.58428 -6.69671 -6.17861 -0.47 0.17 -0.66
H 7.10056 -6.74006 -4.52365 0.44 -0.18 0.07
H 8.64556 -6.05957 -5.04561 0.52 0.34 0.46
H 7.27537 -4.07204 -5.94148 -0.39 -0.23 -0.22
H 7.02623 -4.35576 -4.27465 -0.27 0.04 0.31
H 5.19949 -5.97820 -4.75011 -0.34 0.11 -0.02
H 5.09719 -5.44853 -6.46153 0.54 -0.28 0.59
H 4.58952 -3.30807 -6.03545 -0.34 0.21 0.05
H 4.90568 -3.33770 -4.33214 -0.20 -0.14 0.43
H 2.25458 -5.58738 -6.30834 0.19 -0.01 0.14
H 2.69581 -4.04189 -7.01333 0.08 0.17 0.41
H 0.19675 -4.78552 -5.50380 -0.04 -0.01 -0.49
H 0.50921 -3.42659 -6.68245 -0.19 -0.32 0.63
H 0.46895 -3.54310 -3.73165 0.63 0.05 0.69
H 0.63848 -2.06714 -4.68686 -0.21 -0.05 0.10
H 2.95705 -2.60011 -3.45859 0.09 -0.47 0.31
H 2.80260 -2.08992 -5.09627 0.26 -0.38 -0.29
H 3.31992 -4.85418 -2.94615 -0.20 -0.12 -0.04
H 3.33140 -6.13546 -4.18124 0.12 -0.34 -0.07
H 1.79876 -5.43734 -3.70036 -0.12 0.36 0.00
N 1.10511 0.97786 -4.55705 0.25 -0.06 -0.61
O 1.77164 1.77708 -3.85653 -0.54 0.07 -1.13
O 0.67976 -0.05839 -4.01329 0.01 -0.20 0.00
O 0.85724 1.14573 -5.79777 0.65 0.53 1.54
N -0.44331 -5.94800 -1.35047 -1.99 1.25 -0.52
O -0.22585 -5.45248 -2.50764 0.96 -0.02 1.21
O -0.22205 -5.25280 -0.29453 0.35 -2.16 -2.02
O -1.14838 -6.99292 -1.35772 1.54 0.36 1.40
N 6.69465 2.03304 1.82240 -0.33 2.49 1.31
O 6.56620 0.85041 1.80002 0.60 -1.89 -0.28
O 7.79058 2.62418 2.12717 -0.75 -0.43 -0.64
O 5.65180 2.76245 1.66895 0.36 0.44 -0.42
N 1.49030 7.07825 2.21281 2.43 0.21 0.42
O 1.50849 7.42434 0.99367 -0.54 -0.60 2.25
O 1.63648 7.96511 3.16194 -0.77 -1.04 -1.73
O 1.59620 5.85746 2.55250 -0.67 1.36 -0.65
N -3.30977 1.98745 2.74060 1.41 -0.83 2.88
O -2.75936 2.44295 1.77940 -0.77 1.12 -0.80
O -4.07146 2.72840 3.53479 0.92 -1.99 -1.68
O -2.94658 0.77857 3.10883 -1.88 1.83 0.04
N -2.58425 5.37859 -1.03907 -0.70 -1.50 -0.01
O -3.71323 5.81954 -0.71830 1.52 -0.20 -0.43
O -2.43528 4.09750 -1.20114 -0.04 2.02 0.12
O -1.59201 6.13497 -1.22423 -0.63 -0.35 0.01
N -3.03996 -3.89205 4.51928 1.06 1.21 0.66
O -3.79468 -3.67644 5.51022 1.33 -0.31 0.15
O -1.77126 -3.70971 4.54528 -1.77 -0.56 0.73
O -3.56819 -4.21278 3.46367 -0.44 -0.65 -1.19
N -4.97697 -2.15294 -1.38459 1.85 0.57 1.21
O -5.15145 -1.60776 -2.47151 -0.48 -0.44 0.09
O -5.06077 -3.40564 -1.23109 -0.48 0.46 -0.34
O -4.53949 -1.46560 -0.38455 -1.08 -0.60 -1.04
N 5.83788 7.74003 -2.47989 -1.10 -1.69 -0.58
O 6.88686 7.83898 -3.12180 -0.57 -0.01 0.62
O 5.28142 8.73279 -1.94092 0.65 -0.61 -0.06
O 5.24143 6.55993 -2.37702 1.29 2.36 0.05
N 3.96910 -1.76469 -1.12424 -1.14 1.00 -0.57
O 2.79321 -2.19552 -0.81768 1.86 -0.66 -1.45
O 4.36848 -0.81913 -0.41995 1.00 -1.28 -1.27
O 4.62126 -2.18147 -2.21246 -1.66 0.61 2.97


Record 2
26
Properties=species:S:1:pos:R:3:forces:R:3 method="wB97M-V/def2-TZVPD" charge=+2 total_energy_ev=-25838.556 e_above_lowest_kcal_mol=28.46
C 0.53166 0.83984 0.26502 -1.02 3.31 -0.03
C -0.85415 0.88655 0.20147 1.22 -3.46 0.92
C -1.45670 -0.44911 0.22093 1.45 0.10 -1.11
C 3.11546 0.32125 -0.24271 -0.97 0.52 0.11
C 0.65999 -1.39584 0.64266 3.90 0.89 -1.14
C -3.46480 -1.90334 -0.32214 1.55 -0.48 -0.72
C 5.61920 0.42041 -0.65219 2.60 0.52 0.26
C -1.74211 2.03071 0.35463 -0.46 0.91 -0.61
N -0.60616 -1.53808 0.51974 -4.48 0.81 0.06
N 1.29605 -0.25086 0.39982 0.36 -1.77 0.30
N -2.63164 -0.68994 -0.26357 -2.75 1.48 1.73
O -2.88215 2.00228 -0.48944 2.19 -3.10 -1.59
S 4.38359 -0.62050 0.12091 -0.69 -0.77 1.14
H 1.12746 1.79360 0.26035 -0.78 -0.94 -0.24
H 1.26600 -2.26194 0.73737 0.31 -0.78 0.55
H -3.93245 -1.71444 -1.29587 -0.18 -1.12 0.22
H -4.21317 -1.97618 0.46502 0.16 0.25 0.11
H -2.77150 -2.78344 -0.28760 -1.12 0.44 -0.47
H 5.64534 1.48319 -0.32919 -0.56 -0.76 0.05
H 5.34478 0.36340 -1.70803 0.92 -0.03 0.02
H 6.69661 0.00687 -0.30845 -2.62 0.50 -1.19
H -1.15070 2.88898 0.16441 0.50 1.22 -0.11
H -2.16881 2.09971 1.32644 0.37 -0.14 1.42
H -1.13465 -2.39804 0.71466 0.99 0.07 -0.06
H -3.28834 0.15065 -0.28999 1.62 -0.59 -0.44
H -3.38883 2.69426 -0.20424 -2.47 2.90 0.80


Record 3
8
Properties=species:S:1:pos:R:3:forces:R:3 method="wB97M-V/def2-TZVPD" total_energy_ev=-51326.035 smiles="OP(=S)(OCl)OCl" e_above_lowest_kcal_mol=3.22
O 1.00914 0.50476 0.69615 1.01 -0.25 0.14
O -1.25710 0.63055 -0.27562 -1.18 1.39 -0.86
O 0.26442 -1.43688 -0.89536 -0.59 1.37 2.15
P -0.23652 -0.38605 0.40880 -0.23 -1.54 -2.61
S -1.31615 -1.42757 1.55997 0.57 0.07 0.31
Cl -1.03892 2.16427 -1.07733 0.44 -1.38 0.65
Cl 1.61264 -1.17068 -1.85050 0.07 0.36 0.08
H 0.96249 1.12161 1.43391 -0.11 -0.02 0.14


Record 4
16
Properties=species:S:1:pos:R:3:forces:R:3 method="wB97M-V/def2-TZVPD" charge=+1 total_energy_ev=-9207.996 smiles="NC1=N[NH2+]C[C@H]1N" e_above_lowest_kcal_mol=83.61
C 0.70111 0.15126 -0.70474 -0.43 7.32 -0.11
C -1.03426 0.40692 0.83430 3.70 -1.44 -0.29
C 0.21086 -0.56536 0.44954 -3.10 0.30 -0.76
N 0.31833 1.70135 -0.72716 0.99 -6.38 -0.12
N 1.57814 -0.26048 -1.56118 -1.05 1.21 -0.60
N -0.14776 -1.89924 0.08574 1.59 -0.97 1.92
N -0.63036 1.74637 0.38881 -0.51 -1.59 -0.89
H -1.81859 -0.04420 0.35687 -2.18 -0.39 -1.70
H -1.27367 0.50273 1.82875 -0.40 -0.24 2.52
H 1.04131 -0.65381 1.08661 0.82 0.22 1.60
H 2.16044 -1.06590 -1.50343 -0.06 -0.72 -0.03
H 1.55510 0.36005 -2.35026 1.09 -0.05 -0.64
H -0.05220 -2.51118 0.89422 -0.22 -0.02 -0.55
H -0.92484 -2.15359 -0.46431 -1.01 0.35 -0.66
H -1.50402 2.22152 0.16517 0.42 0.83 -0.11
H -0.17959 2.06355 1.22106 0.37 1.56 0.41